1.
ORCA calculation (ωB97M-V with the def2-TZVPD basis set) on one molecule with the formula C3H2O2S at a distorted geometry.

Structure (XYZ):
```
8
Properties=species:S:1:pos:R:3:nbo_charge:R:1
S 0.93370 -0.73988 1.60168 -0.059
C 0.25275 -0.10642 0.27882 0.449
O -0.34619 -0.82285 -0.72380 -0.468
C -1.23558 0.04501 -1.46667 0.045
C -0.77491 1.30108 -1.21847 0.020
O 0.21633 1.11221 -0.23806 -0.467
H -1.99995 -0.18881 -2.22640 0.240
H -1.35389 2.27409 -1.26770 0.241
```

Results
SMILES string	S=c1occo1
molecular weight	102.1	g mol⁻¹
HOMO	-9.21	eV
energy above the lowest of the compared OMol25 structures with the same formula, charge and spin	1.624	eV
HOMO-LUMO gap	9.84	eV

2.
ORCA calculation (ωB97M-V with the def2-TZVPD basis set) on a 2-piece molecular cluster, C2H5O2S overall at a distorted geometry.

Structure (XYZ):
```
10
Properties=species:S:1:pos:R:3:nbo_charge:R:1
C 1.15712 0.40675 -1.40259 -0.751
S 1.36402 -1.00760 -0.29474 -0.204
H 0.05375 0.48960 -1.63311 0.257
H 1.54919 1.32397 -0.92107 0.203
H 1.58937 0.22273 -2.39327 0.189
O -0.62580 0.14808 1.56819 -0.809
C -1.71898 0.58085 0.95290 0.618
O -1.82432 0.86929 -0.29093 -0.763
H -2.66413 0.44320 1.50341 0.039
H 0.61952 -0.42261 0.64001 0.221
```

Results
charge	-1
molecular weight	93.1	g mol⁻¹
HOMO	-4.26	eV
energy above the lowest of the compared OMol25 structures with the same formula, charge and spin	0.752	eV
HOMO-LUMO gap	8.07	eV

3.
ORCA calculation (ωB97M-V with the def2-TZVPD basis set) on C3H5O2 as an isolated structure at a distorted geometry.

Structure (XYZ):
```
10
Properties=species:S:1:pos:R:3:nbo_charge:R:1
O -1.10137 1.08549 1.13210 -0.680
C 0.05797 0.96411 0.74184 0.583
O 1.21335 1.15057 1.41796 -0.672
C 0.27587 0.33542 -0.56173 -0.701
C -0.22129 -1.13894 -0.65802 -0.976
H 0.74719 0.16457 1.57398 0.504
H 0.92297 0.78683 -1.30226 0.193
H -0.87850 -0.04366 -0.84823 0.383
H -0.19468 -1.67911 -1.58633 0.180
H -0.82152 -1.62528 0.09069 0.187
```

Results
charge	-1
molecular weight	73.1	g mol⁻¹
HOMO	-0.13	eV
energy above the lowest of the compared OMol25 structures with the same formula, charge and spin	7.405	eV
HOMO-LUMO gap	4.42	eV

4.
ORCA calculation (ωB97M-V with the def2-TZVPD basis set) on a 5-piece molecular cluster, C38H83N4O2 overall at a distorted geometry.

Structure (XYZ):
```
127
Properties=species:S:1:pos:R:3:mulliken_charge:R:1
C 14.09922 20.92210 15.30213 -1.482
C 12.78760 20.34976 15.73578 -0.317
C 12.79464 18.78606 15.78815 0.297
N 11.48892 18.18428 15.85410 0.633
C 10.71438 18.63411 17.02310 -0.740
C 9.46220 17.89196 17.22449 -0.530
C 9.71243 16.41537 17.41671 -0.838
C 10.39669 15.95330 16.16838 -0.612
C 11.68409 16.70730 16.00075 -0.258
C 10.77503 18.51641 14.60926 -1.075
H 14.96052 20.63739 15.88530 0.366
H 14.06096 22.04382 15.36316 0.417
H 14.27707 20.69748 14.24772 0.328
H 11.99655 20.72531 15.06138 0.211
H 12.53196 20.77691 16.71409 0.380
H 13.30574 18.54213 16.71804 0.724
H 13.31969 18.52918 14.87494 -0.707
H 11.32240 18.40422 17.87150 0.366
H 10.54826 19.68708 16.91099 0.517
H 9.10969 18.31699 18.19752 0.390
H 8.71034 18.10895 16.41144 0.277
H 10.37654 16.28518 18.29292 0.303
H 8.84598 15.82422 17.68543 0.409
H 10.67053 14.87510 16.14649 0.465
H 9.75778 16.02924 15.27455 0.206
H 12.31440 16.58093 16.85125 0.645
H 12.31593 16.34019 15.12376 -0.122
H 10.49979 19.56373 14.70410 0.429
H 9.83213 17.98481 14.58523 0.711
H 11.48222 18.33529 13.71692 -0.152
C 18.65458 15.59032 10.70894 -1.227
C 18.68572 15.62154 12.32052 -0.200
C 18.26957 16.99500 12.80949 -0.759
N 18.42310 17.12890 14.28197 0.374
C 19.80095 16.90022 14.71410 -0.867
C 20.71642 17.94926 14.15035 -0.464
C 20.33078 19.36282 14.40116 -0.780
C 18.84927 19.62250 14.05195 -0.800
C 18.04815 18.52244 14.74771 -0.526
C 17.42521 16.17790 14.87204 -0.964
H 19.30077 16.31373 10.22751 0.391
H 17.59970 15.72146 10.38365 0.120
H 19.04995 14.63855 10.36320 0.411
H 19.67328 15.38676 12.70320 0.200
H 17.92137 14.93132 12.69868 0.302
H 17.19662 17.14118 12.67189 -0.049
H 18.73866 17.81570 12.24273 0.624
H 20.19623 15.89442 14.50704 0.539
H 19.82810 16.90702 15.78030 0.526
H 20.75409 17.79305 13.06133 0.260
H 21.77154 17.80472 14.45825 0.446
H 21.00846 20.02488 13.89815 0.423
H 20.39935 19.56374 15.45064 0.314
H 18.60991 19.74911 13.01342 0.331
H 18.53370 20.57036 14.47761 0.479
H 17.00875 18.60346 14.47284 0.379
H 18.13166 18.59580 15.81549 0.325
H 16.43872 16.33857 14.41239 0.282
H 17.43574 16.42530 15.93795 0.443
H 17.83521 15.18502 14.80271 0.460
C 13.20476 17.11937 7.72174 -1.513
C 11.97158 16.44546 8.17639 -0.111
C 11.39513 17.22600 9.35804 0.343
N 10.22480 16.68336 10.05068 0.316
C 9.78731 17.72259 11.06488 -0.135
C 9.24226 18.99877 10.54920 -1.038
C 8.07728 18.73508 9.59695 -0.727
C 8.43732 17.64367 8.56591 -0.702
C 9.04052 16.38695 9.15704 -0.568
C 10.62444 15.45323 10.79501 -1.021
H 13.61948 16.71514 6.80494 0.444
H 14.01283 17.15440 8.44077 0.193
H 13.03560 18.19409 7.55794 0.427
H 12.19447 15.37205 8.33625 0.308
H 11.33262 16.53549 7.26225 0.248
H 11.05360 18.21248 8.99112 0.520
H 12.17237 17.29822 10.13358 -0.852
H 10.60021 17.92144 11.74445 -0.084
H 9.00587 17.24744 11.63930 0.612
H 9.95884 19.66206 10.11400 0.431
H 8.79121 19.46726 11.44875 0.418
H 7.79135 19.69358 9.13829 0.375
H 7.23895 18.41989 10.26188 0.312
H 9.08709 18.02648 7.72628 0.260
H 7.47098 17.40473 8.09192 0.458
H 9.48556 15.66738 8.48551 0.542
H 8.34427 15.84491 9.82247 0.478
H 11.43908 15.76262 11.42407 0.226
H 10.95315 14.61480 10.20711 0.427
H 9.83047 15.03569 11.37616 0.421
C 14.90800 13.75824 9.90476 -0.943
C 15.55058 12.36197 9.80233 -0.053
C 14.47446 11.27850 9.41697 -0.763
N 15.03499 9.85750 9.39897 0.171
C 14.00999 8.96117 8.83855 -0.539
C 14.38079 7.46339 8.83453 -0.851
C 14.80555 7.05686 10.26217 -0.675
C 15.80748 8.01160 10.87560 -0.617
C 15.37634 9.48921 10.78433 -0.469
C 16.21643 9.84820 8.51200 -1.020
H 13.96496 13.81974 9.35840 0.143
H 15.55295 14.45484 9.38293 0.310
H 14.77300 14.07785 10.95352 0.248
H 16.03999 12.14176 10.78230 0.151
H 16.30686 12.42531 9.00788 0.262
H 14.07956 11.49914 8.41682 0.410
H 13.68094 11.25997 10.11907 0.338
H 13.05883 9.22970 9.31920 0.420
H 13.93928 9.32929 7.81758 0.446
H 13.53885 6.92701 8.45114 0.447
H 15.18748 7.26767 8.13110 0.363
H 13.92693 7.06896 10.83844 0.341
H 15.22942 6.03069 10.32117 0.365
H 15.95928 7.74414 11.96615 0.366
H 16.77780 7.84328 10.39458 0.295
H 14.48623 9.64879 11.34892 0.427
H 16.08218 10.21840 11.17014 0.288
H 17.04222 10.45744 8.86012 0.278
H 15.92167 10.12372 7.50501 0.321
H 16.49481 8.78699 8.46909 0.527
C 14.77389 17.63649 11.33692 -0.930
C 14.04623 16.86706 12.45889 0.632
O 14.76362 16.09292 13.10954 -0.820
O 12.85598 17.21050 12.75026 -0.721
H 14.17033 18.04222 10.56044 0.538
H 15.51958 17.04845 10.86463 -0.204
H 15.34073 18.38957 11.81814 0.278
```

Results
charge	+3
molecular weight	628.1	g mol⁻¹
HOMO	-14.96	eV
energy above the lowest of the compared OMol25 structures with the same formula, charge and spin	0.000	eV
HOMO-LUMO gap	9.38	eV

5.
ORCA calculation (ωB97M-V with the def2-TZVPD basis set) on C33H27AsNO5PPd as an isolated structure.

Structure (XYZ):
```
69
Properties=species:S:1:pos:R:3:nbo_charge:R:1
Pd 0.01617 -0.13559 0.04446 0.768
O -1.96634 5.08480 -2.03304 -0.640
C -1.56188 3.88810 -1.56099 0.358
C -2.47079 2.86764 -1.26098 -0.292
C -1.96108 1.67942 -0.78525 0.137
N -0.65385 1.55873 -0.63725 -0.457
C 0.24413 2.49855 -0.90087 0.124
C -0.18430 3.71454 -1.38032 -0.258
C 1.68032 2.04451 -0.59206 0.746
O 2.60181 2.79245 -0.81828 -0.594
O 1.77476 0.84162 -0.07706 -0.720
C -2.73314 0.41928 -0.36600 0.748
O -3.93817 0.40490 -0.47729 -0.603
O -1.98706 -0.54594 0.10287 -0.739
H -2.92575 5.10152 -2.12090 0.488
H -3.54014 2.98180 -1.38715 0.246
H 0.51901 4.50307 -1.60594 0.261
C 0.16929 -3.60613 0.21060 -0.732
C 0.82044 -4.86877 0.76304 -0.731
As -0.29133 -6.45211 0.35813 0.920
C -1.78246 -5.87028 1.48133 -0.355
C -2.98532 -5.53628 0.86732 -0.169
C -4.04268 -5.02975 1.61388 -0.212
C -3.90334 -4.86070 2.98267 -0.213
C -2.70584 -5.19359 3.60379 -0.205
C -1.65006 -5.69240 2.85681 -0.229
C 0.53619 -7.68941 1.62438 -0.337
C 1.86745 -7.58070 2.01258 -0.175
C 2.42830 -8.51078 2.87995 -0.225
C 1.66373 -9.55922 3.36676 -0.213
C 0.33532 -9.67879 2.97930 -0.203
C -0.22118 -8.75324 2.11054 -0.223
P 0.87233 -2.07655 0.91102 1.055
C 0.45582 -2.25145 2.66985 -0.374
C 1.31544 -2.64972 3.68794 -0.213
C 0.84278 -2.78510 4.98680 -0.200
C -0.49004 -2.53639 5.27674 -0.201
C -1.35739 -2.15606 4.26151 -0.218
C -0.88924 -2.00963 2.96640 -0.140
C 2.66413 -2.13488 0.68551 -0.279
C 3.56853 -1.54538 1.56154 -0.215
C 4.92052 -1.50928 1.25212 -0.188
C 5.38231 -2.04709 0.06162 -0.194
C 4.48264 -2.61071 -0.83298 -0.207
C 3.13351 -2.64726 -0.52558 -0.210
H -0.89056 -3.55319 0.47788 0.264
H 0.21755 -3.56287 -0.87924 0.246
H 0.91957 -4.80999 1.84942 0.227
H 1.81474 -5.00319 0.33622 0.229
H -3.09916 -5.66785 -0.20285 0.210
H -4.97174 -4.76682 1.12491 0.217
H -4.72658 -4.46883 3.56641 0.215
H -2.59104 -5.05710 4.67191 0.215
H -0.71804 -5.94640 3.35006 0.221
H 2.48400 -6.76894 1.64640 0.202
H 3.46527 -8.41134 3.17521 0.213
H 2.09960 -10.28173 4.04452 0.215
H -0.26849 -10.49525 3.35464 0.215
H -1.26097 -8.85411 1.81920 0.217
H 2.34789 -2.89547 3.47857 0.224
H 1.52225 -3.09409 5.77064 0.217
H -0.85270 -2.64226 6.29115 0.217
H -2.40147 -1.96661 4.47437 0.222
H -1.57128 -1.68347 2.18678 0.240
H 3.22733 -1.06184 2.46706 0.224
H 5.61042 -1.03936 1.94056 0.218
H 6.43622 -2.00712 -0.18008 0.218
H 4.82967 -3.01383 -1.77529 0.218
H 2.44365 -3.07389 -1.24430 0.211
```

Results
molecular weight	729.9	g mol⁻¹
HOMO	-8.68	eV
energy above the lowest of the compared OMol25 structures with the same formula, charge and spin	0.000	eV
HOMO-LUMO gap	8.82	eV